# 1
The following is a DFT calculation (wB97M-V/def2-TZVPD) of a structure of composition C26H17Br2F6LiN3O7S2.

Each line ends with the Mulliken charge.
Cartesian coordinates (Å):
Li 0.039 0.289 -1.035  1.02
O -1.549 0.083 0.375  0.26
C -1.117 0.240 1.725  2.28
C 0.443 0.470 1.649  -0.24
O 1.071 0.435 2.709  -0.75
O 0.871 0.694 0.487  -0.79
C -1.507 -0.987 2.539  -0.40
C -2.857 -1.186 2.829  0.12
C -3.270 -2.256 3.605  -1.04
C -2.334 -3.150 4.103  -0.35
C -0.993 -2.974 3.801  -0.90
C -0.581 -1.908 3.014  -0.37
C -1.660 1.510 2.351  -0.50
C -1.772 1.638 3.734  -0.25
C -2.248 2.812 4.295  -0.94
C -2.607 3.880 3.486  -0.42
C -2.461 3.771 2.111  -1.03
C -1.996 2.594 1.544  -0.14
H -2.500 -0.074 0.400  0.22
H -3.587 -0.469 2.470  0.40
H -4.320 -2.392 3.832  0.38
H -2.652 -3.976 4.728  0.38
H -0.260 -3.675 4.182  0.41
H 0.465 -1.763 2.794  0.55
H -1.481 0.814 4.370  0.52
H -2.334 2.892 5.371  0.38
H -2.971 4.799 3.927  0.38
H -2.707 4.614 1.477  0.41
H -1.874 2.508 0.472  0.53
Br 5.001 1.345 2.795  -0.21
C 4.265 0.338 1.379  -0.04
C 3.983 -1.002 1.571  -0.25
C 3.521 -1.709 0.475  -0.52
N 3.333 -1.170 -0.722  -0.31
C 3.523 0.136 -0.854  0.37
C 4.026 0.938 0.164  -0.29
C 3.123 0.708 -2.170  0.20
C 3.857 0.383 -3.307  -0.54
C 3.390 0.835 -4.521  -0.05
Br 4.309 0.374 -6.101  -0.21
C 2.261 1.622 -4.597  -0.44
C 1.618 1.914 -3.405  -0.67
N 2.017 1.471 -2.214  -0.19
H 4.106 -1.465 2.538  0.41
H 3.284 -2.766 0.549  0.41
H 4.190 1.994 0.004  0.51
H 4.743 -0.230 -3.234  0.55
H 1.877 1.975 -5.542  0.47
H 0.738 2.543 -3.394  0.72
F -3.829 0.490 -1.961  -0.25
C -3.004 -0.326 -2.631  0.70
F -2.669 -1.321 -1.811  -0.17
F -3.685 -0.854 -3.654  -0.26
S -1.527 0.613 -3.281  1.01
O -0.983 1.278 -2.127  -0.61
O -2.092 1.440 -4.297  -0.69
N -0.627 -0.494 -3.921  -0.46
S 0.308 -1.466 -3.111  1.04
O 0.150 -1.385 -1.685  -0.57
O 1.606 -1.543 -3.685  -0.52
C -0.395 -3.145 -3.556  0.35
F -0.757 -3.186 -4.843  -0.23
F 0.546 -4.076 -3.370  -0.21
F -1.455 -3.489 -2.823  -0.19

Computed properties:
LUMO level	2.4	eV
ΔE to the lowest compared entry with this formula, charge and spin	16.8	kcal per mole
HOMO-LUMO gap	8.30	eV
total charge	-1

---

# 2
The following is a DFT calculation (wB97M-V/def2-TZVPD) of a cluster of 8 separate species, C25H70B3BrNO10 in total.

Each line ends with the Mulliken charge.
Cartesian coordinates (Å):
C 0.977 -0.110 -3.066  -1.08
C -0.186 0.894 -2.995  -0.23
B -1.426 0.315 -2.200  -0.18
O -1.403 0.504 -0.786  -0.60
B -2.773 -0.430 -2.930  0.86
Br -2.187 -1.453 -4.690  -0.54
C -3.507 -1.525 -1.961  -0.55
C -4.865 -2.035 -2.413  -0.50
O -5.942 -1.286 -1.811  -0.61
B -3.684 0.922 -3.437  0.43
N -4.758 1.572 -2.660  -0.52
O -3.424 1.553 -4.653  -0.64
H 1.443 -0.206 -2.084  0.30
H 1.720 0.243 -3.785  0.30
H 0.646 -1.096 -3.392  0.26
H 0.188 1.822 -2.544  0.21
H -0.526 1.124 -4.009  0.17
H -1.812 1.352 -0.577  0.21
H -2.842 -2.396 -1.901  0.22
H -3.632 -1.166 -0.935  0.25
H -5.030 -3.069 -2.097  0.32
H -4.944 -1.999 -3.504  0.19
H -6.155 -0.556 -2.399  0.31
H -5.208 2.238 -3.288  0.19
H -4.343 2.144 -1.925  0.02
H -3.241 0.891 -5.335  0.23
C 4.947 -3.268 -2.911  -1.30
C 3.825 -3.466 -3.922  0.32
C 4.381 -3.812 -5.294  -0.95
O 2.995 -2.314 -3.975  -0.38
H 5.586 -2.434 -3.217  0.35
H 4.537 -3.031 -1.929  0.33
H 5.567 -4.163 -2.828  0.33
H 3.171 -4.271 -3.583  0.26
H 5.004 -2.991 -5.666  0.34
H 3.570 -3.958 -6.008  0.30
H 4.984 -4.719 -5.255  0.16
H 3.528 -1.567 -4.271  0.29
C -5.279 4.892 1.114  -1.15
C -3.855 4.729 0.608  0.53
C -3.042 6.000 0.812  -1.15
O -3.836 4.343 -0.763  -0.45
H -5.789 5.690 0.564  0.35
H -5.847 3.974 0.967  0.33
H -5.295 5.139 2.176  0.24
H -3.376 3.905 1.139  0.15
H -3.487 6.826 0.248  0.40
H -2.022 5.863 0.454  0.34
H -3.008 6.284 1.865  0.15
H -4.254 5.038 -1.283  0.28
C -8.307 5.837 6.120  -1.39
C -6.967 5.641 5.429  0.44
C -6.083 6.871 5.547  -0.90
O -7.141 5.288 4.060  -0.50
H -8.852 6.665 5.656  0.34
H -8.920 4.941 6.027  0.33
H -8.178 6.065 7.179  0.37
H -6.454 4.784 5.870  0.26
H -6.562 7.734 5.075  0.42
H -5.132 6.708 5.044  -0.09
H -5.880 7.119 6.589  0.38
H -7.586 6.016 3.610  0.32
C -1.241 6.411 7.677  -1.41
C -2.477 6.582 6.808  0.52
C -2.157 6.421 5.329  -0.60
O -3.079 7.858 7.044  -0.55
H -0.493 7.167 7.422  0.33
H -1.495 6.533 8.730  0.39
H -0.791 5.427 7.540  0.24
H -3.232 5.852 7.104  0.27
H -1.435 7.180 5.013  0.34
H -3.057 6.559 4.732  0.08
H -1.737 5.442 5.099  -0.07
H -2.444 8.535 6.782  0.35
C 0.302 2.969 5.511  -0.70
C 0.045 3.194 4.028  0.64
C 0.565 2.038 3.189  -1.58
O 0.635 4.425 3.607  -0.55
H 1.377 2.893 5.700  0.35
H -0.079 3.805 6.097  -0.19
H -0.173 2.052 5.861  0.37
H -1.027 3.311 3.858  0.25
H 1.647 1.938 3.316  0.36
H 0.368 2.214 2.132  0.42
H 0.097 1.096 3.475  0.38
H 1.586 4.349 3.745  0.34
C 8.480 -7.271 -4.379  -1.26
C 7.382 -7.462 -5.413  0.55
C 7.949 -7.848 -6.771  -1.39
O 6.593 -6.278 -5.521  -0.50
H 9.154 -6.465 -4.688  0.45
H 8.048 -6.998 -3.417  0.22
H 9.071 -8.180 -4.252  0.32
H 6.698 -8.234 -5.066  0.14
H 8.607 -7.059 -7.148  0.35
H 7.145 -7.985 -7.494  0.35
H 8.525 -8.773 -6.711  0.37
H 7.164 -5.561 -5.823  0.31
C 6.216 -9.074 -0.553  -1.30
C 5.830 -9.825 -1.817  0.38
C 5.819 -11.329 -1.598  -1.32
O 6.707 -9.480 -2.890  -0.42
H 7.225 -9.357 -0.239  0.34
H 6.211 -7.999 -0.732  0.31
H 5.529 -9.293 0.264  0.40
H 4.842 -9.499 -2.145  0.27
H 6.817 -11.676 -1.312  0.35
H 5.535 -11.847 -2.514  0.32
H 5.121 -11.609 -0.808  0.38
H 7.598 -9.752 -2.640  0.30

Computed properties:
LUMO level	1.9	eV
HOMO-LUMO gap	5.49	eV
total charge	-1

---

# 3
The following is a DFT calculation (wB97M-V/def2-TZVPD) of a structure of composition C13H15CsIN7O2S.

Each line ends with the Mulliken charge.
Cartesian coordinates (Å):
Cs -1.364 2.523 0.167  1.06
C 0.839 -3.606 -1.222  -1.91
C -0.297 -2.758 -0.727  -0.06
N -2.338 -3.078 -0.089  -0.51
N -2.902 -1.924 0.472  -0.48
C -1.856 -1.032 0.972  0.46
S -2.482 0.163 2.120  -0.52
N 0.091 -1.395 -0.364  0.21
N 1.014 -0.747 -1.203  -0.82
H 0.535 -4.649 -1.287  0.45
H 1.716 -3.530 -0.577  0.43
H 1.109 -3.280 -2.225  0.43
H -3.595 -2.136 1.177  0.34
H 1.944 -1.086 -1.000  0.25
H 0.781 -0.888 -2.183  0.26
C -0.753 -4.548 1.129  -0.88
N -1.003 -3.239 0.544  0.82
C -1.650 -2.783 -1.468  0.46
C -1.989 -1.548 -2.157  -1.36
C -1.814 -0.376 -1.453  0.61
O -2.139 0.792 -1.732  -0.85
N -1.048 -0.548 -0.187  0.03
C -0.889 -2.039 1.601  0.06
O -0.285 -2.215 2.589  -0.50
H -0.879 -5.319 0.373  0.35
H -1.472 -4.702 1.929  0.31
H 0.255 -4.566 1.540  0.36
H -1.789 -3.675 -2.075  0.62
H -2.532 -1.566 -3.089  0.36
I -0.643 5.641 2.627  0.06
C 1.092 5.663 1.448  0.09
C 2.017 6.687 1.595  -0.40
C 3.148 6.645 0.799  -0.26
C 3.306 5.599 -0.099  -0.52
C 2.318 4.633 -0.161  -0.24
N 1.222 4.659 0.603  -0.22
H 1.854 7.480 2.310  0.35
H 3.900 7.420 0.881  0.39
H 4.178 5.535 -0.734  0.35
H 2.399 3.793 -0.841  0.39

Computed properties:
LUMO level	0.1	eV
ΔE to the lowest compared entry with this formula, charge and spin	135.5	kcal per mole
HOMO-LUMO gap	6.98	eV

---

# 4
The following is a DFT calculation (wB97M-V/def2-TZVPD) of a cluster of 2 separate species, C3HF2O2S in total.

Each line ends with the Mulliken charge.
Cartesian coordinates (Å):
C 1.734 2.127 0.020  -0.05
C 0.985 1.207 -0.198  -0.68
C -0.704 -0.101 -0.369  0.38
O 0.468 -2.649 0.278  -0.59
O -1.266 -1.801 1.716  -0.52
F -0.918 -0.155 -1.720  -0.24
F -1.782 0.562 0.026  -0.21
S -0.928 -2.083 0.370  0.54
H 2.411 2.893 -0.123  0.38

Computed properties:
LUMO level	3.7	eV
ΔE to the lowest compared entry with this formula, charge and spin	58.1	kcal per mole
HOMO-LUMO gap	8.34	eV
total charge	-1

---

# 5
The following is a DFT calculation (wB97M-V/def2-TZVPD) of a structure of composition C7H5N.

Each line ends with the Mulliken charge.
Cartesian coordinates (Å):
C -1.191 -0.780 0.564  -0.71
C -0.940 -1.965 -0.134  -0.05
C 0.936 -1.181 -1.233  -0.47
C -0.237 0.183 0.308  1.04
C 0.822 0.020 -0.579  -0.34
C 0.168 1.523 0.577  0.32
C 0.643 2.720 0.693  -0.95
N 0.067 -2.147 -0.967  -0.53
H -2.044 -0.670 1.214  0.38
H -1.598 -2.818 -0.015  0.38
H 1.708 -1.408 -1.955  0.38
H 1.462 3.123 0.114  0.29
H 0.204 3.399 1.414  0.27

Computed properties:
LUMO level (spin up / spin down)	-0.1 / -0.1	eV
ΔE to the lowest compared entry with this formula, charge and spin	80.6	kcal per mole
HOMO-LUMO gap (spin up / spin down)	8.42 / 8.42	eV

---

# 6
The following is a DFT calculation (wB97M-V/def2-TZVPD) of a structure of composition C2H7Br2N2.

Each line ends with the Mulliken charge.
Cartesian coordinates (Å):
C 0.612 -0.923 0.351  -0.21
C 0.389 0.458 0.294  0.22
N 1.792 0.034 0.650  -0.28
N -1.903 0.011 -0.908  -0.71
Br 0.687 1.569 -1.251  0.02
Br -0.471 1.377 1.679  0.06
H 0.702 -1.515 -0.547  0.27
H 0.275 -1.555 1.353  0.28
H 2.522 0.161 -0.109  0.33
H 1.993 0.316 1.614  0.29
H -2.300 0.654 -0.276  0.25
H -2.061 0.359 -1.851  0.26
H -2.236 -0.946 -0.999  0.23

Computed properties:
LUMO level	-3.7	eV
ΔE to the lowest compared entry with this formula, charge and spin	37.0	kcal per mole
HOMO-LUMO gap	10.07	eV
total charge	+1

---

# 7
The following is a DFT calculation (wB97M-V/def2-TZVPD) of a cluster of 2 separate species, C2H5N2O in total.

Each line ends with the Mulliken charge.
Cartesian coordinates (Å):
C 1.974 -0.247 0.227  0.40
C -2.216 0.119 0.070  -0.05
N 2.494 0.397 -0.584  -0.05
N 1.239 -0.822 1.070  -0.28
O -1.063 -0.130 0.310  -0.45
H -2.739 0.996 0.495  0.24
H -2.825 -0.451 -0.675  0.23
H 2.923 0.443 -1.454  0.32
H 0.381 -1.197 0.565  0.36
H 1.239 -0.799 2.072  0.28

Computed properties:
LUMO level	-4.1	eV
ΔE to the lowest compared entry with this formula, charge and spin	52.3	kcal per mole
HOMO-LUMO gap	10.56	eV
total charge	+1

---

| no. | E (eV) |
| --- | --- |
| 1 | -224311.3002 |
| 2 | -121101.8371 |
| 3 | -47729.2284 |
| 4 | -23488.7385 |
| 5 | -8824.7198 |
| 6 | -145243.5421 |
| 7 | -7173.7643 |